1.
Here is a molecular structure, C31H38BeF6N4OP2 from the Open Molecules 2025 dataset. Energies are from ωB97M-V/def2-TZVPD.

The geometry in XYZ format:
```
83
Properties=species:S:1:pos:R:3:forces:R:3
Be 0.211093 -0.899241 4.653094 0.8 0.1 1.8
C -1.295442 -4.181884 0.579277 1.5 0.5 0.2
C -0.179863 -3.552370 0.132198 -1.3 -0.8 -0.5
C -0.182500 -2.130987 -0.346697 0.3 0.0 -0.3
C -0.889326 -1.196624 0.645230 0.6 0.4 0.3
C -2.131086 -0.613851 0.062434 -0.3 0.0 0.0
C -3.026347 -1.340246 -0.611055 -0.1 0.9 0.2
C -3.040488 -2.820474 -0.816233 -0.4 -0.7 0.2
C -2.715438 -3.743644 0.385179 -0.5 -0.2 0.1
C 0.224052 0.626791 5.464016 0.0 0.1 -0.7
H -1.167659 -5.076844 1.198561 -0.1 -0.1 -0.8
H 0.725582 -4.112246 -0.069391 0.2 -0.1 0.9
H -0.690323 -2.028079 -1.316488 0.3 0.0 0.3
H 0.855762 -1.791026 -0.509470 -0.4 -0.2 0.1
H -1.128103 -1.727019 1.568609 0.0 -0.2 0.0
H -0.191278 -0.404726 0.962486 -0.3 0.0 -0.2
H -2.259492 0.456101 0.212713 -0.3 -0.2 -0.2
H -3.885044 -0.828216 -1.044891 0.2 0.1 0.1
H -2.419696 -3.126060 -1.665853 -0.1 0.1 0.0
H -4.076881 -3.060321 -1.100874 0.3 0.0 0.0
H -3.184909 -3.365432 1.305383 0.2 0.1 -0.1
H -3.245780 -4.700598 0.197919 0.1 0.5 0.0
H -0.234681 0.703572 6.466694 0.0 -0.4 -0.5
H -0.300134 1.341052 4.819319 0.1 0.4 0.2
H 1.268697 0.961515 5.581185 -0.3 0.0 -0.1
P -0.601678 2.588040 -0.529503 -1.0 2.9 -1.8
P 2.211089 0.278800 -2.001482 0.5 0.1 -3.2
N -2.245400 2.802061 -1.174198 -0.9 -0.5 0.0
N -0.339867 4.393337 -0.492453 0.7 -0.1 0.3
N 1.506374 -0.365869 -3.574861 -0.5 -0.4 0.5
N 3.875521 0.387357 -2.661295 0.7 0.2 0.4
C 0.183757 2.328100 -2.197489 0.2 -0.6 -0.1
C 1.710406 2.076821 -2.189274 0.2 0.1 0.1
C -3.379256 2.807980 -0.348395 -0.2 0.3 -1.0
C -4.474434 3.263513 -1.071877 1.0 -0.2 0.3
C -4.019991 3.554207 -2.396986 1.2 -0.4 0.5
C -2.663998 3.248785 -2.433462 -0.9 0.0 0.4
C 0.361169 5.037256 0.530901 -0.1 0.6 -0.9
C 0.619294 6.349287 0.150289 -0.4 -0.9 -0.1
C 0.041126 6.537757 -1.148472 -0.2 -1.3 0.2
C -0.529168 5.325117 -1.522223 0.6 0.4 0.7
C 0.717998 -1.527663 -3.579267 -0.4 0.3 -0.6
C -0.020029 -1.609649 -4.754118 0.9 0.3 0.8
C 0.394240 -0.515568 -5.569490 0.7 0.7 1.1
C 1.300778 0.236553 -4.820787 -0.6 -0.5 -0.2
C 4.353475 0.310771 -3.978699 0.7 0.4 0.5
C 5.716295 0.593156 -3.987994 -1.2 -0.2 0.8
C 6.110285 0.830243 -2.630444 -1.0 -0.1 0.1
C 4.976808 0.703864 -1.840558 0.0 -0.2 -1.1
H -0.016433 3.182311 -2.865585 0.0 -0.4 0.5
H -0.334720 1.460487 -2.624507 0.0 0.0 -0.1
H 2.165838 2.508610 -3.105192 -0.2 -0.4 0.5
H 2.179211 2.598725 -1.333596 0.0 -0.1 -0.3
H -3.293957 2.473561 0.672262 -0.1 0.1 0.1
H -5.478839 3.386429 -0.692090 0.1 -0.1 0.0
H -4.599280 3.973491 -3.211590 0.1 -0.2 0.1
H -1.983437 3.317347 -3.264990 -0.1 -0.1 0.1
H 0.591423 4.494419 1.434661 0.1 0.1 0.0
H 1.176005 7.081528 0.716505 -0.2 -0.1 0.0
H 0.053456 7.441046 -1.743617 -0.1 -0.1 0.1
H -1.060533 5.070605 -2.427200 0.1 0.1 0.2
H 0.813708 -2.253991 -2.793323 -0.2 0.2 0.2
H -0.784060 -2.341887 -4.990172 0.4 0.0 0.0
H 0.075137 -0.307176 -6.581641 0.1 0.1 0.2
H 1.873633 1.097340 -5.122600 -0.2 0.1 0.1
H 3.698239 0.053277 -4.794781 0.2 0.0 0.2
H 6.349120 0.618355 -4.861315 -0.1 -0.1 0.0
H 7.107814 1.069340 -2.292969 -0.1 0.0 0.1
H 4.845902 0.793190 -0.772965 0.0 0.0 0.0
C 1.249696 -4.498809 5.052383 -0.3 0.1 -0.2
C 0.499370 -3.206809 5.406883 0.5 0.5 -0.2
O 1.146848 -2.082013 4.875882 -0.9 -0.6 0.0
C -0.935459 -3.162800 4.813751 -1.2 -0.4 -0.7
F -1.962846 -3.612347 5.541901 1.0 0.3 -0.4
F -1.269351 -1.764494 4.555844 0.2 -0.8 0.2
F -1.014420 -3.721813 3.593780 0.2 0.4 1.0
C 0.443471 -3.101579 6.969535 0.2 0.1 0.8
F 0.174195 -4.310334 7.566146 0.2 1.2 -0.6
F 1.646853 -2.667376 7.432645 -1.2 -0.6 -0.4
F -0.507048 -2.232975 7.402801 0.7 -0.5 -0.3
H 1.353670 -4.565753 3.958862 0.0 0.1 0.5
H 0.710067 -5.372696 5.429777 0.2 0.1 -0.1
H 2.241220 -4.440607 5.523302 -0.3 0.0 -0.2
```
Forces are in eV/Å.

Lowest unoccupied orbital energy (eV): 0.18
Energy above the lowest of the compared OMol25 structures with the same formula, charge and spin (kcal per mole): 0.0
2S+1: 1
Frontier orbital gap (eV): 8.500
HOMO level (eV): -8.3

---

2.
Here is a gas-phase ion, C6H14NO (charge -1) from the Open Molecules 2025 dataset. Energies are from ωB97M-V/def2-TZVPD.

The geometry in XYZ format:
```
22
Properties=species:S:1:pos:R:3:forces:R:3
C -1.758570 -2.637648 -0.534937 -0.1 0.4 -0.5
C -0.425091 -1.894272 -0.696501 -0.1 -0.1 -0.4
C -0.226584 -0.775654 0.345026 -0.4 -0.3 0.4
N 0.470118 0.369841 -0.145987 0.1 0.0 -0.1
C -0.357597 1.274077 -0.905895 -0.1 0.4 -0.2
C 1.507967 0.969582 0.713973 0.1 0.1 0.1
C 1.442589 2.473443 1.074352 0.3 0.2 0.0
O 2.513221 2.826510 1.805513 0.0 0.0 -0.1
H -2.562298 -2.094337 -1.053787 0.1 0.0 0.3
H -1.765978 -3.639181 -0.977771 0.2 0.0 0.2
H -2.022328 -2.672902 0.518423 -0.1 -0.3 0.1
H 0.399130 -2.607768 -0.650552 0.1 0.0 0.1
H -0.354963 -1.453961 -1.694534 -0.1 0.0 0.0
H 0.317524 -1.195189 1.189143 0.2 0.0 0.0
H -1.221352 -0.534985 0.780941 0.0 0.2 -0.2
H -1.301658 0.800922 -1.187334 0.1 -0.2 0.0
H 0.123343 1.606733 -1.839398 0.0 0.0 0.2
H -0.632442 2.180282 -0.349628 0.1 -0.1 0.0
H 2.501110 0.878804 0.270803 0.1 -0.2 -0.2
H 1.543623 0.417038 1.656306 0.0 0.0 0.0
H 0.474188 2.676397 1.579402 -0.5 -0.1 0.2
H 1.336044 3.032258 0.102434 0.1 0.0 -0.1
```
Forces are in eV/Å.

Lowest unoccupied orbital energy (eV): 3.39
Energy above the lowest of the compared OMol25 structures with the same formula, charge and spin (kcal per mole): 29.7
2S+1: 1
Frontier orbital gap (eV): 5.576
Charge: -1
HOMO level (eV): -2.2

---

3.
Here is C21H14F2N2O2S in the gas phase from the Open Molecules 2025 dataset. Energies are from ωB97M-V/def2-TZVPD.

The geometry in XYZ format:
```
42
Properties=species:S:1:pos:R:3:forces:R:3
C 2.227145 -2.583915 -1.052649 -0.3 -0.1 0.6
C 0.918221 -2.816303 -1.757784 -0.6 -0.2 -0.9
C 0.714105 -3.983963 -2.536395 -0.8 1.5 0.7
C -0.498439 -4.175040 -3.202801 -0.1 -0.1 -0.2
C -1.554467 -3.246597 -3.136618 0.8 1.6 0.7
C -2.842852 -3.452749 -3.805800 0.1 -2.4 -0.2
N -3.144269 -4.630255 -4.347980 0.4 1.8 0.8
C -4.412177 -4.436732 -4.781252 -1.6 0.1 -1.3
C -4.842618 -3.165608 -4.535288 -0.5 -2.1 -0.4
O -3.863943 -2.554302 -3.843118 1.2 0.6 0.1
C -1.322231 -2.065560 -2.385165 -0.1 -1.1 -0.2
C -0.129506 -1.844563 -1.717295 0.9 -1.4 0.4
C 0.034642 -0.615164 -0.936933 -0.1 2.1 -0.1
C -0.020905 0.663818 -1.469889 0.2 0.0 1.4
C 0.149324 1.724852 -0.477432 -0.2 -0.7 0.0
C 0.272818 1.232191 0.819241 0.2 0.2 -2.3
N 0.526021 1.914162 2.000367 0.1 0.2 3.2
C 0.993612 3.222024 2.176656 1.2 0.3 -3.8
O 1.246903 3.886558 1.160308 -0.8 -0.5 1.5
C 1.364795 3.806597 3.497769 -0.9 0.3 0.4
C 1.162947 5.206531 3.786337 1.0 -0.1 0.7
F 0.812638 6.143724 2.859405 -0.1 -1.5 0.7
C 1.477423 5.718356 5.057688 -0.3 -0.6 -1.0
C 1.982845 4.907422 6.070061 -0.6 0.2 -0.3
C 2.171604 3.563767 5.811019 0.2 -0.7 -0.7
C 1.899455 3.031733 4.526041 0.5 0.6 1.3
F 2.261079 1.722683 4.306034 -0.7 1.1 0.1
S 0.224686 -0.527037 0.819913 0.0 0.5 -0.7
H 2.954097 -3.329880 -1.348069 0.1 -0.2 -0.1
H 2.082620 -2.701385 0.040025 0.2 0.3 -0.5
H 2.645818 -1.590215 -1.258245 -0.2 -0.2 0.1
H 1.480790 -4.742736 -2.590766 0.1 0.0 -0.1
H -0.587191 -5.076515 -3.795171 -0.3 0.0 0.0
H -4.988544 -5.175762 -5.354154 0.5 0.3 0.5
H -5.806658 -2.755764 -4.818532 0.5 0.6 0.5
H -2.101033 -1.346328 -2.220548 -0.4 0.2 -0.2
H -0.188534 0.894802 -2.532450 0.2 -0.3 0.6
H 0.175844 2.779749 -0.779243 0.0 -0.6 0.5
H 0.499250 1.348069 2.869953 -0.1 0.6 -1.0
H 1.303195 6.755574 5.246954 0.0 0.5 -0.1
H 2.161477 5.375139 7.051459 0.1 -0.6 -0.6
H 2.560010 2.918622 6.584349 0.1 -0.2 -0.1
```
Forces are in eV/Å.

Lowest unoccupied orbital energy (eV): 0.04
Energy above the lowest of the compared OMol25 structures with the same formula, charge and spin (kcal per mole): 7.6
2S+1: 1
Frontier orbital gap (eV): 8.028
HOMO level (eV): -8.0

---

4.
Here is 4 unconnected molecules or ions with the total composition C4H16O3 from the Open Molecules 2025 dataset. Energies are from ωB97M-V/def2-TZVPD.

The geometry in XYZ format:
```
23
Properties=species:S:1:pos:R:3:forces:R:3
C -0.199757 -1.359767 -0.464257 0.8 -0.1 0.2
C 0.140148 -0.047051 0.254323 -0.4 0.6 -0.5
C -0.033317 1.099208 -0.738956 -0.4 0.1 -1.3
C -0.757604 0.214042 1.448539 0.2 -1.4 1.3
H 0.022485 -2.195313 0.204348 0.0 -0.1 -0.1
H -1.222579 -1.486257 -0.813881 -0.2 0.4 0.1
H 0.459998 -1.416449 -1.334444 -0.2 -0.3 0.0
H 1.161614 -0.168085 0.629578 0.1 0.2 -0.1
H 0.216399 2.114275 -0.438314 -0.3 0.0 0.6
H -1.085631 1.030555 -1.050866 0.0 0.5 0.3
H 0.447133 1.033028 -1.723910 0.5 -0.6 0.3
H -0.614706 -0.625513 2.140047 -0.2 -0.3 -0.1
H -0.490503 1.016584 2.140856 -0.1 0.6 -0.7
H -1.817204 0.189437 1.201351 0.0 0.4 -0.1
O -3.847369 -0.867574 0.247544 0.2 0.5 -0.6
H -3.291052 -0.939343 -0.536917 -0.1 0.4 -0.1
H -3.721717 -1.730452 0.614145 -0.1 -0.9 0.7
O 2.306633 2.380468 1.373797 0.0 -0.5 -0.3
H 1.375112 2.481334 1.597079 0.0 0.0 0.0
H 2.326992 1.572152 0.829664 0.0 0.6 0.4
O 2.646368 -0.764028 -2.195801 0.1 0.6 1.2
H 2.547792 -0.234857 -1.365124 0.0 -0.6 -1.1
H 3.430765 -1.296392 -2.018803 0.0 0.0 -0.1
```
Forces are in eV/Å.

Lowest unoccupied orbital energy (eV): 0.50
Energy above the lowest of the compared OMol25 structures with the same formula, charge and spin (kcal per mole): 19.5
2S+1: 1
Frontier orbital gap (eV): 12.025
HOMO level (eV): -11.5